{
  "formula": "C23H40BBrN2O8P",
  "method": "ωB97M-V/def2-TZVPD",
  "energy_ev": -123860.4704,
  "gap_ev": 6.3192,
  "total_charge": 1,
  "molar_mass_da": 594.3,
  "elements": ["N", "B", "O", "C", "C", "C", "C", "P", "O", "Br", "C", "C", "C", "C", "C", "C", "C", "N", "H", "H", "H", "H", "H", "H", "H", "H", "H", "H", "H", "H", "C", "O", "C", "C", "O", "C", "C", "O", "C", "H", "H", "H", "H", "H", "H", "H", "H", "H", "H", "H", "H", "H", "H", "C", "O", "C", "C", "O", "C", "C", "O", "C", "H", "H", "H", "H", "H", "H", "H", "H", "H", "H", "H", "H", "H", "H"],
  "coordinates": [[2.1413, 0.9346, 6.1447], [3.4275, 0.3523, 5.7295], [4.5325, 0.3275, 6.5492], [3.5933, -0.2581, 4.2444], [4.4902, -1.2717, 4.0329], [4.6459, -1.7578, 2.7259], [3.8895, -1.2025, 1.6862], [4.1825, -1.8459, -0.0368], [3.8614, -3.4589, 0.0767], [6.3918, -1.7372, -0.4350], [2.9538, -0.1949, 1.9540], [2.0436, 0.4715, 0.9817], [1.6535, 1.7968, 1.2541], [0.8070, 2.4653, 0.4051], [0.3107, 1.8873, -0.7606], [0.6856, 0.5776, -1.0266], [1.5169, -0.1114, -0.1673], [2.8516, 0.2319, 3.2310], [2.1271, 1.8972, 5.7910], [1.3770, 0.4565, 5.6668], [4.8389, 1.2445, 6.6429], [5.0869, -1.7149, 4.8292], [5.3542, -2.5601, 2.5165], [3.1323, -3.6656, -0.5281], [1.9922, 2.3288, 2.1463], [0.4924, 3.4880, 0.6249], [-0.3398, 2.4559, -1.4219], [0.3031, 0.1097, -1.9346], [1.7423, -1.1411, -0.4290], [2.2043, 0.9693, 3.4902], [-0.8881, -6.5238, -5.8286], [-0.1988, -6.8649, -4.6422], [1.0466, -6.2036, -4.5038], [1.3051, -5.8197, -3.0598], [0.5055, -4.7395, -2.5786], [-0.8851, -4.9882, -2.3945], [-1.2206, -5.9230, -1.2464], [-0.8851, -7.2636, -1.5579], [-0.3496, -7.9775, -0.4632], [-0.4254, -7.0053, -6.6955], [-1.9135, -6.8782, -5.7307], [-0.9173, -5.4384, -5.9741], [1.0839, -5.3023, -5.1255], [1.8309, -6.8959, -4.8338], [2.3379, -5.4642, -2.9942], [1.2366, -6.6823, -2.3962], [-1.3517, -5.3172, -3.3225], [-1.3222, -4.0136, -2.1590], [-2.3002, -5.8816, -1.0574], [-0.6878, -5.5840, -0.3506], [0.4619, -7.4165, 0.0149], [0.0629, -8.9105, -0.8445], [-1.1299, -8.2049, 0.2700], [-4.6306, 8.4017, 1.8229], [-4.0616, 7.8537, 0.6508], [-2.6737, 8.1138, 0.5226], [-1.9449, 6.9229, -0.0678], [-1.8056, 5.8086, 0.8115], [-2.9841, 5.0799, 1.1357], [-3.5730, 4.2742, -0.0087], [-4.1952, 5.1129, -0.9651], [-3.9922, 4.6928, -2.2976], [-4.7432, 9.4860, 1.7265], [-5.6143, 7.9529, 1.9563], [-4.0277, 8.1649, 2.7065], [-2.2292, 8.3593, 1.4935], [-2.5549, 8.9724, -0.1494], [-0.9223, 7.2412, -0.2878], [-2.3827, 6.6182, -1.0188], [-3.7338, 5.7263, 1.5917], [-2.6784, 4.3695, 1.9097], [-4.3368, 3.5948, 0.3896], [-2.7728, 3.6822, -0.4688], [-2.9297, 4.5067, -2.4951], [-4.3221, 5.4968, -2.9537], [-4.5766, 3.7925, -2.5134]],
  "atomic_forces_ev_per_a": [[0.7, -0.1, -1.3], [-0.5, 0.0, 0.4], [-0.3, 0.7, -1.2], [0.2, -0.3, 1.5], [0.5, -0.8, -1.0], [-0.5, 0.5, 0.3], [1.0, -1.1, 0.2], [-0.7, 0.4, -1.8], [0.3, 0.6, 0.7], [-0.5, -0.2, 0.8], [-0.5, 0.1, -0.8], [0.0, 0.7, 0.4], [0.1, -0.3, 0.3], [-0.7, 1.1, -0.3], [0.5, -0.3, 0.4], [-0.6, 0.4, -0.7], [0.3, -0.9, -0.1], [0.6, -0.6, 0.3], [-0.3, 0.1, 0.7], [-0.1, 0.2, 0.1], [0.2, -0.3, 0.8], [-0.3, 0.4, 0.0], [-0.1, 0.2, 0.0], [0.2, -0.1, 0.0], [0.1, -0.1, -0.4], [0.2, -0.3, 0.1], [0.1, -0.2, 0.1], [0.2, -0.1, 0.3], [0.0, 0.2, 0.2], [-0.2, -0.2, -0.4], [0.0, -0.2, 0.1], [-0.1, 0.4, 0.0], [-0.1, -0.3, 0.1], [0.1, 0.0, 0.1], [0.1, -0.1, 0.1], [-0.2, 0.1, 0.0], [-0.1, -0.2, -0.3], [0.3, 0.1, 0.1], [-0.2, 0.0, -0.2], [0.0, 0.1, -0.1], [0.1, -0.1, 0.0], [0.1, 0.0, -0.1], [0.0, 0.0, 0.0], [0.2, 0.2, 0.0], [0.0, 0.1, -0.1], [-0.2, -0.1, -0.1], [0.1, -0.2, 0.0], [0.1, 0.0, 0.1], [0.0, 0.2, 0.1], [0.0, 0.0, 0.0], [0.0, 0.0, 0.1], [-0.1, 0.0, 0.0], [0.1, 0.0, 0.1], [-0.1, 0.0, -0.2], [0.1, -0.2, 0.3], [-0.2, -0.1, -0.2], [0.2, 0.1, -0.1], [0.0, -0.1, -0.1], [0.0, -0.1, 0.2], [-0.2, 0.3, 0.1], [0.4, 0.0, -0.1], [-0.2, 0.1, 0.1], [0.0, 0.0, 0.2], [0.0, 0.0, -0.1], [0.0, 0.1, 0.0], [0.0, 0.0, 0.0], [0.2, 0.0, 0.0], [0.0, 0.0, 0.1], [-0.2, 0.0, 0.1], [-0.1, 0.1, -0.2], [0.1, 0.0, -0.1], [0.2, -0.2, 0.1], [0.0, 0.0, 0.0], [0.0, -0.1, 0.0], [-0.1, 0.0, 0.0], [0.1, -0.1, -0.1]],
  "lowdin_charge": [0.159, -0.481, 0.165, -0.068, 0.031, -0.009, -0.283, 0.558, -0.337, 0.314, -0.127, -0.157, -0.034, -0.058, -0.039, -0.049, -0.059, 0.169, 0.092, 0.078, 0.132, 0.140, 0.121, 0.049, 0.115, 0.118, 0.115, 0.122, 0.071, 0.145, -0.106, -0.200, -0.198, -0.181, -0.141, -0.180, -0.200, -0.198, -0.109, 0.091, 0.091, 0.087, 0.125, 0.131, 0.121, 0.115, 0.117, 0.125, 0.130, 0.120, 0.083, 0.092, 0.090, -0.108, -0.201, -0.197, -0.177, -0.138, -0.182, -0.199, -0.195, -0.108, 0.091, 0.090, 0.086, 0.125, 0.130, 0.127, 0.115, 0.117, 0.123, 0.130, 0.110, 0.081, 0.093, 0.090]
}

{
  "formula": "C4H8O2",
  "method": "ωB97M-V/def2-TZVPD",
  "energy_ev": -8369.1424,
  "gap_ev": 9.3275,
  "molar_mass_da": 88.1,
  "de_lowest_ev": 4.1393,
  "elements": ["O", "C", "C", "C", "O", "C", "H", "H", "H", "H", "H", "H", "H", "H"],
  "coordinates": [[2.3774, 0.8132, 0.1849], [1.3891, -0.1751, -0.0194], [0.0894, 0.3613, 0.5563], [-2.2023, 0.2449, -1.6116], [-1.4269, -0.6413, -1.0650], [-1.0802, -0.5800, 0.3486], [3.1803, 0.5356, -0.2708], [1.6515, -1.1168, 0.4915], [1.2552, -0.4014, -1.0875], [0.2202, 0.5426, 1.6295], [-2.5115, 0.9474, -0.7767], [-0.1356, 1.3301, 0.0931], [-1.9690, -0.2515, 0.8971], [-0.8373, -1.6090, 0.6300]],
  "atomic_forces_ev_per_a": [[0.3, 0.0, -0.1], [-0.4, -0.3, 0.0], [0.0, 0.0, 0.0], [0.2, -0.2, 0.4], [-0.2, 0.2, -0.3], [0.0, 0.0, 0.2], [-0.1, 0.1, 0.1], [0.0, 0.2, -0.1], [0.1, 0.1, 0.1], [0.0, 0.0, -0.1], [0.0, -0.1, -0.2], [0.0, -0.1, 0.1], [0.1, 0.0, -0.1], [0.0, 0.1, 0.0]],
  "nbo_charge": [-0.717, -0.061, -0.447, 0.130, -0.479, -0.082, 0.472, 0.154, 0.171, 0.223, 0.028, 0.220, 0.193, 0.196]
}

{
  "formula": "C15H56N16O13",
  "method": "ωB97M-V/def2-TZVPD",
  "energy_ev": -66919.4762,
  "gap_ev": 8.0392,
  "molar_mass_da": 668.7,
  "elements": ["C", "C", "O", "H", "H", "H", "H", "H", "H", "C", "C", "O", "H", "H", "H", "H", "H", "H", "C", "O", "N", "N", "H", "H", "H", "H", "C", "O", "N", "N", "H", "H", "H", "H", "C", "O", "N", "N", "H", "H", "H", "H", "C", "O", "N", "N", "H", "H", "H", "H", "C", "O", "N", "N", "H", "H", "H", "H", "C", "O", "N", "N", "H", "H", "H", "H", "C", "O", "N", "N", "H", "H", "H", "H", "C", "O", "N", "N", "H", "H", "H", "H", "C", "O", "H", "H", "H", "H", "C", "O", "H", "H", "H", "H", "C", "O", "H", "H", "H", "H"],
  "coordinates": [[-0.4961, 0.6899, -3.9880], [-0.6351, -0.8371, -4.0760], [-1.9381, -1.2681, -4.1210], [-0.7131, 1.0919, -2.9800], [-1.1541, 1.1139, -4.7070], [0.5049, 1.0559, -4.2340], [-0.1091, -1.3471, -3.2720], [-0.0971, -1.2671, -4.9510], [-2.4981, -0.6081, -4.5110], [-1.6781, -2.8081, -0.8360], [-2.2861, -4.0961, -1.3790], [-1.3181, -5.1541, -1.5730], [-1.6061, -3.0481, 0.3100], [-2.3931, -2.0361, -1.0320], [-0.7101, -2.4781, -1.2290], [-2.6661, -3.7421, -2.3270], [-3.1671, -4.3351, -0.8090], [-1.7481, -5.7501, -2.2180], [1.1669, -4.1051, 1.1500], [0.2289, -3.4211, 1.9190], [0.8389, -4.5971, 0.0100], [2.3859, -4.2071, 1.5030], [-0.1211, -4.4021, -0.4670], [1.4289, -5.3451, -0.3780], [2.6489, -4.2761, 2.4910], [2.8959, -4.7481, 0.9170], [1.7549, 2.6729, -2.5730], [1.3169, 3.5699, -3.5600], [1.0609, 2.4999, -1.5490], [2.8789, 1.9349, -2.6600], [0.1939, 3.0039, -1.6120], [1.1109, 1.7889, -0.8000], [3.5059, 1.8859, -3.4570], [2.7319, 0.9889, -2.2050], [4.0999, 1.3339, 0.7790], [3.7409, 1.5149, 2.2270], [4.5549, 0.1939, 0.3960], [3.9759, 2.3119, -0.0760], [4.8229, -0.5371, 1.1870], [4.9929, 0.0639, -0.5200], [3.4399, 3.0109, 0.3810], [3.6839, 2.1499, -1.1020], [-2.7611, 3.5069, -0.7110], [-1.5641, 2.9329, -0.5470], [-3.2431, 3.7769, -1.8930], [-3.5001, 3.9949, 0.2610], [-2.6361, 3.5049, -2.7090], [-4.1431, 4.1249, -2.2280], [-3.0091, 3.8779, 1.1970], [-4.3541, 4.4929, 0.1900], [-1.3951, 2.7599, 2.8220], [-2.3811, 3.6389, 2.4290], [-1.5411, 1.4859, 2.6150], [-0.2841, 3.0249, 3.5700], [-2.3481, 0.9819, 2.1180], [-0.6651, 0.9969, 2.8680], [-0.2451, 3.9399, 3.8700], [0.4669, 2.3779, 3.7980], [1.0189, 0.3549, 4.2340], [0.3619, 0.0409, 5.3340], [1.9229, 1.2519, 4.2050], [0.6519, -0.0581, 3.0860], [2.0979, 1.8959, 5.0460], [2.4949, 1.4049, 3.3500], [-0.1101, -0.7651, 3.0860], [1.0609, 0.0619, 2.1480], [2.5279, -1.7961, -1.2770], [2.7609, -0.6501, -1.9970], [1.8149, -2.8131, -1.6330], [2.9979, -1.9011, -0.1170], [1.5979, -3.0001, -2.6090], [1.4639, -3.5591, -0.9980], [3.5509, -1.1851, 0.3080], [2.6539, -2.7021, 0.4400], [-4.7771, 0.8669, 1.6060], [-5.4411, 0.2569, 2.6190], [-3.6311, 0.4479, 1.1550], [-5.2371, 1.9629, 0.9570], [-3.1821, -0.3951, 1.5640], [-3.4651, 0.6319, 0.1430], [-6.1231, 2.3929, 1.3080], [-4.5641, 2.6519, 0.5710], [3.9449, -1.4451, 3.1430], [5.1179, -1.6241, 2.3070], [3.0809, -1.4101, 2.4840], [4.0069, -0.5461, 3.7300], [3.8989, -2.3021, 3.7130], [5.8119, -1.4731, 2.9340], [-0.0081, 0.0749, 0.0370], [1.2659, 0.5429, 0.4260], [-0.7971, 0.6319, 0.5450], [-0.0261, -1.0351, 0.2120], [-0.1471, 0.2009, -1.0130], [1.8399, -0.2261, 0.2280], [-3.8421, 0.8219, -2.4090], [-2.8931, 0.6319, -1.3820], [-3.4691, 1.4799, -3.1220], [-4.7401, 1.1199, -1.9570], [-4.1031, -0.1651, -2.8470], [-2.4121, 1.4439, -1.2730]],
  "atomic_forces_ev_per_a": [[0.8, -0.7, 0.9], [2.1, 0.4, -0.7], [-1.4, -1.1, 0.7], [-0.2, -0.3, -0.5], [-0.7, 0.6, -0.7], [-0.1, -0.2, 0.0], [-0.2, 0.2, 0.6], [-0.2, 0.7, 0.0], [-0.2, 0.5, -0.3], [0.2, -1.8, 3.1], [0.4, 1.7, -1.7], [-1.4, 0.0, -0.4], [0.3, 1.3, -1.8], [-0.4, 0.6, 0.2], [-0.3, -0.4, -0.2], [-0.1, -0.6, -0.8], [0.0, -0.7, 0.6], [0.7, 0.2, 0.6], [-9.3, 4.9, 6.2], [4.8, -3.1, -3.7], [-2.5, -2.2, -3.9], [3.1, 0.4, 4.1], [2.2, -1.1, 1.5], [-0.8, 0.4, 0.1], [-0.4, 0.4, -0.6], [2.5, -2.0, -1.8], [0.1, 5.0, -8.7], [2.4, -4.1, 4.4], [-3.6, -0.4, 4.2], [1.3, -2.0, 0.6], [-0.5, 0.2, 0.5], [0.8, 0.7, -0.8], [-0.8, 0.5, 0.0], [0.4, 0.9, -0.9], [-2.0, 1.9, 7.3], [1.9, -0.9, -7.0], [2.3, -3.8, 0.9], [-0.9, 0.7, -1.3], [0.1, 1.8, -1.5], [-0.4, 0.3, 0.4], [-0.4, 1.1, 0.1], [0.8, 0.2, 1.4], [3.5, 0.3, 1.4], [-4.5, 1.4, -0.8], [0.8, -0.7, -6.1], [1.2, -0.6, 1.9], [-0.8, 0.5, 1.4], [0.4, -0.1, 1.2], [-0.3, 0.0, 0.4], [-0.3, 0.6, -0.7], [-3.9, 2.6, -0.7], [4.8, -2.6, 2.9], [-0.2, -2.4, -0.9], [-1.3, 0.3, -1.3], [1.6, 2.0, 0.9], [-1.5, -0.2, -0.3], [0.5, 2.1, 0.7], [-0.5, 0.3, -0.2], [-3.8, -1.6, 8.0], [2.2, 0.8, -3.7], [4.6, 5.0, 1.7], [-2.7, -4.5, -5.0], [-0.3, -2.0, -1.7], [-0.1, 0.1, 0.4], [1.2, 0.4, 0.3], [0.3, 0.6, 1.0], [0.7, 6.4, -5.7], [-1.0, -5.1, 2.2], [-2.2, -2.5, -3.3], [0.8, -1.7, 5.5], [0.0, 0.7, 0.3], [0.8, 1.2, -0.6], [0.0, 0.4, -0.1], [1.1, 1.2, -0.2], [-5.5, -2.0, 6.0], [3.0, 2.9, -4.7], [2.9, -2.1, -1.3], [-1.8, 1.2, 0.0], [-1.3, 0.6, -0.6], [0.4, -0.5, 0.8], [1.3, -1.0, -0.2], [-0.5, -1.0, 0.6], [0.0, 0.7, -1.6], [-0.7, 0.1, 0.1], [-0.1, 0.2, 0.1], [-0.1, 0.3, 0.1], [-0.5, -1.8, 1.6], [1.1, 0.1, 0.1], [-0.7, -1.7, 0.2], [0.8, -0.6, 0.3], [0.2, -0.2, 0.1], [-0.5, 1.0, 0.2], [-0.2, 0.1, -1.0], [0.0, 1.0, 0.0], [-0.2, -2.8, 0.6], [-0.1, -1.2, -0.5], [0.3, 1.1, -1.5], [-1.5, 1.1, 0.4], [0.5, 0.5, 0.0], [1.1, 1.0, 0.3]],
  "lowdin_charge": [-0.051, -0.331, -0.067, 0.057, 0.067, 0.074, 0.075, 0.116, 0.063, -0.099, -0.277, -0.105, 0.107, 0.065, 0.046, 0.102, 0.115, 0.113, -0.636, -0.096, 0.137, 0.182, 0.120, 0.160, 0.165, 0.090, -0.632, -0.163, 0.197, 0.110, 0.089, 0.084, 0.128, 0.055, -0.505, -0.220, 0.124, 0.186, 0.105, 0.148, 0.106, 0.092, -0.618, -0.072, 0.166, 0.137, 0.147, 0.136, 0.018, 0.119, -0.484, -0.110, 0.168, 0.197, 0.084, 0.049, 0.078, 0.057, -0.767, -0.061, 0.133, 0.149, 0.183, 0.055, 0.152, 0.086, -0.619, -0.114, 0.190, 0.186, 0.134, 0.035, 0.034, 0.089, -0.604, -0.107, 0.118, 0.146, 0.149, 0.070, 0.132, 0.042, -0.090, -0.120, 0.063, 0.080, 0.059, 0.095, -0.121, -0.165, 0.069, 0.089, 0.059, 0.055, -0.123, -0.150, 0.049, 0.063, 0.098, 0.004]
}